(1)
{"formula": "C4H14O3", "method": "wB97M-V/def2-TZVPD", "symbols": ["C", "C", "C", "C", "H", "H", "H", "H", "H", "H", "H", "H", "H", "H", "O", "H", "H", "O", "H", "H", "O"], "positions_angstrom": [[0.318, -2.969, 0.941], [1.042, -2.331, -0.229], [1.062, -1.014, -0.366], [2.010, -0.317, -1.304], [1.018, -3.569, 1.517], [-0.429, -3.675, 0.573], [-0.173, -2.224, 1.559], [1.101, -3.014, -1.056], [0.555, -0.337, 0.312], [1.629, 0.534, -1.875], [2.502, -1.019, -1.977], [2.787, 0.125, -0.669], [-3.990, 0.070, 2.330], [-2.871, -0.201, 3.317], [-3.045, 0.200, 2.456], [-0.412, 2.034, 1.003], [1.063, 2.020, 0.506], [0.350, 2.591, 0.817], [-1.071, 3.099, -3.286], [-0.474, 3.129, -1.878], [-0.735, 2.527, -2.585]], "spin_multiplicity": 1, "total_energy_ev": -10516.4570, "homo_ev": -9.0, "max_force_ev_per_a": 2.7}

***

(2)
{"formula": "C4H14O3S", "method": "wB97M-V/def2-TZVPD", "symbols": ["C", "O", "C", "C", "C", "S", "H", "H", "H", "H", "H", "H", "H", "H", "H", "H", "H", "H", "O", "H", "H", "O"], "positions_angstrom": [[-0.490, 1.609, 1.212], [-1.331, 2.752, 1.116], [-1.006, 0.398, 0.372], [-1.248, -0.897, 1.158], [-0.153, -1.931, 1.059], [1.476, -1.439, 1.598], [0.460, 1.882, 0.769], [-0.475, 1.323, 2.267], [-2.259, 2.521, 0.980], [-0.488, 0.322, -0.569], [-1.997, 0.728, 0.103], [-2.200, -1.368, 0.898], [-1.329, -0.612, 2.215], [-0.484, -2.787, 1.629], [-0.060, -2.372, 0.065], [1.252, -0.677, 2.670], [0.016, 0.586, -3.247], [0.577, -0.405, -4.285], [0.593, -0.179, -3.350], [2.671, -0.274, -2.716], [3.030, 0.749, -1.698], [3.444, 0.070, -2.246]], "spin_multiplicity": 1, "total_energy_ev": -21352.0261, "homo_ev": -9.0, "max_force_ev_per_a": 1.6}

***

(3)
{"formula": "C4H14OSi2", "method": "wB97M-V/def2-TZVPD", "symbols": ["C", "C", "C", "C", "O", "Si", "Si", "H", "H", "H", "H", "H", "H", "H", "H", "H", "H", "H", "H", "H", "H"], "positions_angstrom": [[-1.459, 3.474, 0.717], [1.831, -1.936, 0.710], [-0.141, -3.083, -1.369], [-0.816, -0.237, 0.049], [-0.202, 3.170, 1.304], [1.266, 2.926, 0.604], [0.512, -1.488, -0.591], [-1.988, 2.628, 0.887], [-1.519, 3.826, -0.301], [-2.083, 4.184, 1.334], [1.549, -2.579, 1.412], [2.770, -2.305, 0.256], [1.979, -0.948, 1.381], [-0.519, -3.746, -0.674], [-0.879, -2.864, -2.248], [0.612, -3.739, -1.708], [-1.288, 0.227, -0.804], [-1.588, -0.592, 0.628], [-0.309, 0.428, 0.639], [1.280, -0.642, -1.503], [0.992, 3.295, -0.721]], "spin_multiplicity": 1, "total_energy_ev": -22175.7304, "homo_ev": -8.5, "max_force_ev_per_a": 5.0}